# 1
This record from the OMol25 dataset describes C23H12Br2N4O5S5Sn as an isolated structure. The level of theory is ωB97M-V/def2-TZVPD.

Values from the calculation:
Charge: -2
Energy relative to the best compared isomer or geometry (same formula, charge and spin) in kcal/mol: 0.00
E_HOMO in eV: -2.3
2S+1: 1
Frontier orbital gap in eV: 5.9
E_tot in eV: -240341.2750
Lowest unoccupied orbital energy in hartree: 0.13253

Last column: Mulliken charge in e.
Positions of all 52 atoms, in Å:
Sn (0.0972, 0.9453, -1.7111)  0.840
Br (-2.3959, -3.2828, -0.0674)  -0.195
C (-1.7035, -1.9185, 1.0454)  -0.149
C (-1.8884, -2.0234, 2.4332)  -0.353
C (-1.4330, -1.0495, 3.2712)  -0.151
Br (-1.7366, -1.2276, 5.1409)  -0.255
C (-0.7614, 0.0901, 2.7619)  1.111
C (-0.2854, 1.1748, 3.5319)  -0.866
C (0.3219, 2.2290, 2.9126)  -0.949
C (0.4601, 2.2200, 1.5116)  -0.727
N (0.0447, 1.2171, 0.7807)  -0.106
C (-0.5674, 0.1647, 1.3682)  -0.394
C (-1.0459, -0.8485, 0.4591)  1.185
O (-0.8719, -0.7239, -0.8166)  -0.671
H (-2.4105, -2.8834, 2.8290)  0.417
H (-0.4233, 1.1697, 4.6051)  0.347
H (0.6801, 3.0756, 3.4806)  0.595
H (0.9303, 3.0417, 0.9846)  0.578
N (0.4371, -0.6943, -3.3726)  -0.513
C (0.6360, -1.4347, -4.2484)  0.389
N (0.8530, -2.3542, -5.1298)  -0.661
C (0.9371, -2.0581, -6.4108)  0.509
N (1.0306, -1.9066, -7.5587)  -0.592
C (-3.8612, 0.8062, 1.1756)  -0.249
S (-4.8318, 2.1562, 1.8856)  -0.163
C (-3.5775, 3.1649, 2.5676)  -0.130
C (-2.6815, 3.9192, 1.8616)  0.089
S (-2.3715, 4.0119, 0.1941)  -0.327
S (-1.6854, 4.9279, 2.9182)  -0.118
C (-2.1928, 4.3490, 4.4557)  0.052
S (-1.5079, 4.8190, 5.9015)  -0.326
S (-3.4619, 3.2157, 4.3134)  -0.109
H (-4.5566, 0.1444, 0.6591)  0.348
H (-3.3455, 0.2510, 1.9567)  -0.022
H (-3.1538, 1.2203, 0.4589)  0.036
O (2.7163, 2.1985, -0.6675)  -0.724
C (2.8436, 0.9761, -0.6523)  0.824
O (1.9903, 0.1328, -1.1146)  -0.645
C (4.0888, 0.3565, -0.0651)  0.013
C (4.2543, -1.0207, -0.0490)  -0.530
C (5.3950, -1.6099, 0.5043)  -1.029
C (6.3354, -0.7585, 1.0261)  1.091
O (7.5297, -1.0792, 1.6322)  -0.510
C (8.1500, 0.1628, 1.9511)  -0.239
O (7.2614, 1.2154, 1.6085)  -0.508
C (6.1718, 0.6132, 1.0100)  1.154
C (5.0625, 1.2077, 0.4740)  -1.242
H (3.4724, -1.6323, -0.4769)  0.503
H (5.5313, -2.6823, 0.5244)  0.410
H (9.0750, 0.2625, 1.3737)  0.242
H (8.3578, 0.1963, 3.0234)  0.236
H (4.9103, 2.2775, 0.4553)  0.485


# 2
This record from the OMol25 dataset describes C23H13F2IrN5O3SSe as an isolated structure. The level of theory is ωB97M-V/def2-TZVPD.

Values from the calculation:
Charge: +1
Energy relative to the best compared isomer or geometry (same formula, charge and spin) in kcal/mol: 28.61
E_HOMO in eV: -11.8
2S+1: 1
Frontier orbital gap in eV: 6.9
E_tot in eV: -122102.0314
Lowest unoccupied orbital energy in hartree: -0.18200

Last column: Mulliken charge in e.
Positions of all 49 atoms, in Å:
Ir (0.4681, -0.3248, 0.2362)  0.849
F (1.1698, 2.8110, 4.5146)  -0.314
C (1.3376, 1.6192, 3.9455)  0.363
C (0.9401, 1.4609, 2.6259)  -0.828
C (1.1166, 0.2264, 2.0339)  0.694
C (1.6747, -0.8427, 2.7580)  -0.457
C (2.0501, -0.6181, 4.0807)  0.634
F (2.5869, -1.6187, 4.7896)  -0.313
C (1.8942, 0.6023, 4.6975)  -0.896
C (1.8387, -2.0775, 2.0105)  0.779
C (2.4245, -3.2679, 2.4344)  -0.908
C (2.5828, -4.3089, 1.5434)  -0.310
C (2.1678, -4.1647, 0.2236)  -0.886
C (1.5638, -2.9892, -0.1469)  0.075
N (1.3925, -1.9823, 0.7284)  0.126
H (0.4961, 2.3053, 2.1167)  0.533
H (2.1908, 0.7570, 5.7245)  0.507
H (2.7564, -3.3587, 3.4552)  0.529
H (3.0372, -5.2338, 1.8719)  0.457
H (2.2972, -4.9533, -0.5024)  0.438
H (1.1908, -2.8200, -1.1447)  0.412
Se (-2.1955, -1.9229, -2.5973)  0.369
N (-1.7227, -1.2057, -4.1380)  -0.725
C (-0.5692, -0.5897, -3.9592)  0.596
C (0.1649, 0.1612, -4.9165)  -0.455
C (1.3093, 0.7658, -4.4931)  -0.568
C (1.7386, 0.6501, -3.1415)  -0.529
N (1.1108, -0.0492, -2.2293)  -0.231
C (-0.0254, -0.6747, -2.6310)  0.714
N (-0.7278, -1.3666, -1.7584)  -0.427
H (-0.1973, 0.2463, -5.9323)  0.500
H (1.9112, 1.3580, -5.1674)  0.431
H (2.6364, 1.1693, -2.8269)  0.481
O (-5.1289, 0.1846, -0.7898)  -0.599
S (-4.4966, 0.7902, 0.3395)  1.194
O (-5.2676, 1.4192, 1.3566)  -0.609
N (-3.4374, -0.3103, 1.0004)  -0.661
C (-2.2255, 0.0465, 0.7911)  -0.093
O (-1.2235, -0.6915, 1.1917)  -0.625
C (-2.0055, 1.3277, 0.0499)  1.839
C (-0.8383, 1.9637, -0.3379)  -0.240
C (-0.9256, 3.1800, -1.0081)  -1.782
C (-2.1635, 3.7534, -1.2724)  -0.689
C (-3.3400, 3.1093, -0.8999)  -0.682
C (-3.2243, 1.9027, -0.2467)  -0.245
H (0.2072, 1.6158, -0.1823)  1.153
H (-0.0227, 3.6932, -1.3119)  0.468
H (-2.2094, 4.7097, -1.7753)  0.455
H (-4.3084, 3.5426, -1.1102)  0.474


# 3
This record from the OMol25 dataset describes C23H14BrClO8S2Yb as an isolated structure. The level of theory is ωB97M-V/def2-TZVPD.

Values from the calculation:
Charge: -1
Energy relative to the best compared isomer or geometry (same formula, charge and spin) in kcal/mol: 0.00
E_HOMO (spin up / spin down) in eV: -5.3 / -5.3
2S+1: 2
Frontier orbital gap (spin up / spin down) in eV: 7.9 / 7.9
E_tot in eV: -176230.7157
Lowest unoccupied orbital energy (spin up / spin down) in hartree: 0.09483 / 0.09483

Last column: Mulliken charge in e.
Positions of all 50 atoms, in Å:
Yb (0.2910, 0.0203, 0.9739)  0.004
O (3.5614, 0.3710, -1.4858)  -0.706
S (2.6123, 0.7497, -0.4827)  1.849
O (1.2108, 0.8645, -0.9293)  -0.496
O (2.5761, -0.1165, 0.7104)  -0.502
C (3.0668, 2.4159, 0.0349)  -0.241
C (4.2168, 2.9127, -0.5581)  -0.546
C (4.6564, 4.2058, -0.3066)  -0.578
C (3.9327, 5.0185, 0.5451)  -0.567
C (2.7829, 4.5262, 1.1493)  -0.541
C (2.3388, 3.2359, 0.9089)  -0.288
S (0.8966, 2.7304, 1.8685)  1.792
O (1.3493, 1.5159, 2.5582)  -0.494
O (0.5573, 3.8506, 2.6966)  -0.724
O (-0.1523, 2.3200, 0.9140)  -0.551
H (4.7587, 2.2679, -1.2345)  0.542
H (5.5586, 4.5669, -0.7826)  0.384
H (4.2556, 6.0308, 0.7509)  0.385
H (2.2117, 5.1378, 1.8331)  0.538
Br (-2.4399, -0.0468, -0.2957)  -0.087
C (-2.5832, -1.9610, -0.1952)  0.435
C (-3.8356, -2.4995, -0.2169)  -0.765
C (-3.9821, -3.9003, -0.2334)  -0.424
C (-2.8754, -4.6983, -0.2618)  -0.923
C (-1.5738, -4.1416, -0.2470)  0.975
C (-0.4297, -4.9667, -0.3198)  -0.784
C (0.8130, -4.4028, -0.3142)  -1.041
C (0.9678, -3.0053, -0.1868)  -0.274
C (-0.0931, -2.1227, -0.0921)  -0.193
C (-1.3891, -2.7295, -0.1725)  0.924
H (-4.7060, -1.8577, -0.2352)  0.386
H (-4.9755, -4.3306, -0.2426)  0.364
H (-2.9766, -5.7774, -0.3014)  0.328
H (-0.5611, -6.0411, -0.3865)  0.316
H (1.6922, -5.0348, -0.3864)  0.370
H (1.9849, -2.6250, -0.1342)  0.359
Cl (0.3355, -0.0033, 9.3098)  -0.243
C (0.1363, -0.1663, 7.5870)  0.503
C (-0.9835, 0.3829, 6.9832)  -0.728
C (-1.1335, 0.2506, 5.6124)  -0.197
C (-0.1791, -0.4281, 4.8659)  -0.169
C (0.9355, -0.9717, 5.4899)  -0.308
C (1.1035, -0.8377, 6.8591)  -0.739
C (-0.3251, -0.5584, 3.3825)  1.191
O (-1.1743, 0.1425, 2.7699)  -0.633
O (0.4674, -1.3211, 2.7615)  -0.643
H (-1.7166, 0.9082, 7.5791)  0.405
H (-1.9821, 0.6844, 5.1012)  0.471
H (1.6682, -1.4892, 4.8865)  0.466
H (1.9711, -1.2450, 7.3593)  0.402


# 4
This record from the OMol25 dataset describes C23H14BrN3O5Tl as an isolated structure. The level of theory is ωB97M-V/def2-TZVPD.

Values from the calculation:
Charge: +1
Energy relative to the best compared isomer or geometry (same formula, charge and spin) in kcal/mol: 2.60
E_HOMO in eV: -11.3
2S+1: 1
Frontier orbital gap in eV: 6.8
E_tot in eV: -113512.2676
Lowest unoccupied orbital energy in hartree: -0.16835

Last column: Mulliken charge in e.
Positions of all 47 atoms, in Å:
Tl (0.5187, 0.0429, -0.1772)  1.703
Br (3.6324, 6.3571, 2.3343)  -0.160
C (2.9042, 4.9092, 1.3748)  -0.328
C (3.3763, 4.6139, 0.0880)  -0.339
C (2.8655, 3.5522, -0.6167)  -0.802
C (1.8555, 2.7379, -0.0882)  0.636
O (1.3996, 1.7786, -0.9018)  -0.792
C (1.3827, 3.0311, 1.2165)  0.268
C (0.3883, 2.3071, 1.9337)  0.699
N (-0.2269, 1.2351, 1.5527)  -0.332
C (-1.2327, 0.5745, 2.2981)  0.850
C (-1.7173, 0.9675, 3.5121)  -0.704
C (-2.7447, 0.2557, 4.1630)  -1.034
C (-3.2812, -0.8599, 3.5966)  -0.928
C (-2.8093, -1.3000, 2.3399)  1.150
C (-3.3364, -2.4422, 1.6966)  -0.441
C (-2.8693, -2.8326, 0.4743)  -0.909
C (-1.8514, -2.0829, -0.1198)  0.089
N (-1.3440, -1.0082, 0.4572)  -0.316
C (-1.7902, -0.5824, 1.6861)  0.050
C (1.9303, 4.1378, 1.9208)  -0.741
H (4.1525, 5.2303, -0.3501)  0.424
H (3.2151, 3.3230, -1.6158)  0.455
H (0.1303, 2.7322, 2.9019)  0.150
H (-1.3186, 1.8458, 4.0041)  0.323
H (-3.1060, 0.6120, 5.1184)  0.417
H (-4.0690, -1.4170, 4.0904)  0.424
H (-4.1200, -3.0052, 2.1923)  0.454
H (-3.2596, -3.7021, -0.0370)  0.412
H (-1.4475, -2.3653, -1.0843)  0.448
H (1.5596, 4.3637, 2.9163)  0.462
O (3.5490, -2.8455, 0.3645)  -0.584
C (2.7580, -2.1715, -0.2345)  0.319
O (1.8754, -1.4006, 0.4164)  -0.581
C (2.7359, -2.1754, -1.7412)  0.678
C (3.8153, -2.7538, -2.4068)  -0.665
C (3.8846, -2.7383, -3.7925)  -0.576
C (2.8825, -2.1389, -4.5463)  -0.556
C (1.8083, -1.5986, -3.8746)  -0.421
C (1.7236, -1.6238, -2.5006)  0.359
N (0.6950, -0.9601, -4.6177)  1.025
O (-0.2942, -0.6272, -3.9740)  -0.630
O (0.8455, -0.7586, -5.8003)  -0.561
H (4.5995, -3.2056, -1.8121)  0.528
H (4.7291, -3.1948, -4.2942)  0.410
H (2.9195, -2.0946, -5.6262)  0.514
H (0.8007, -1.2501, -2.0954)  0.153


| no. | M (g mol⁻¹) |
| --- | --- |
| 1 | 863.23 |
| 2 | 748.63 |
| 3 | 770.89 |
| 4 | 696.67 |